Entry 1:
Density functional theory data (ωB97M-V/def2-TZVPD) for the ion C4H11NOS with charge -1.

total charge: -1
energy relative to the best compared isomer or geometry (same formula, charge and spin): 42.7 kcal/mol
multiplicity: 2
calculated total energy: -18696.68342 eV

XYZ file:
```
18
C4H11NOS | the Open Molecules 2025 dataset | ωB97M-V/def2-TZVPD
C -1.5264 0.5754 -1.5279
O -0.9638 1.6531 -2.3483
C -0.4197 0.1930 -0.5733
C -0.9101 -0.6362 0.6359
C -0.0516 -0.6646 2.0133
S 1.6779 -0.4825 1.7109
N 0.6194 -0.5534 -1.2907
H -2.3588 0.7625 -0.8658
H -1.7431 -0.2149 -2.2410
H -1.5304 2.4039 -2.1345
H -0.0134 1.1643 -0.1454
H -1.8722 -0.3902 1.1308
H -1.0438 -1.6971 0.3878
H -0.4585 -1.6431 2.3382
H -0.3595 0.1292 2.7282
H 2.1140 0.8326 1.4284
H 1.4983 -0.5388 -0.8052
H 0.6553 -0.1541 -2.2134
```

Here are the Löwdin charges for atoms 1 to 4, given in e:
1 C -0.24
2 O -0.12
3 C -0.48
4 C -0.25

Entry 2:
Density functional theory data (ωB97M-V/def2-TZVPD) for the molecule C4H11NOS.

total charge: 0
energy relative to the best compared isomer or geometry (same formula, charge and spin): 165.8 kcal/mol
multiplicity: 1
structure (SMILES): CC=S(N)(O)=CC
calculated total energy: -18692.72885 eV

XYZ file:
```
18
C4H11NOS | the Open Molecules 2025 dataset | ωB97M-V/def2-TZVPD
C 2.7187 -0.4838 0.1429
C 1.3759 -0.7625 -0.5336
S -0.0051 0.0730 -0.2761
N 0.2202 0.7152 1.4700
O -0.2335 1.7875 -0.9576
C -1.3467 -0.9196 -0.1066
C -2.6649 -0.3549 -0.3844
H 3.2226 0.4439 -0.0853
H 2.5421 -0.4106 1.1735
H 3.3576 -1.3157 -0.1987
H 1.4095 -1.1790 -1.4968
H 1.0807 1.2360 1.6331
H -0.5658 1.3337 1.8033
H -1.1076 1.9087 -0.4938
H -1.0093 -1.8904 -0.4007
H -3.3849 -0.3805 0.3307
H -2.3956 0.7488 -0.3424
H -3.2137 -0.5498 -1.2776
```

Here are the Löwdin charges for atoms 1 to 4, given in e:
1 C -0.14
2 C -0.39
3 S 0.97
4 N -0.12

Entry 3:
Density functional theory data (ωB97M-V/def2-TZVPD) for the molecule C4H11NOS.

total charge: 0
energy relative to the best compared isomer or geometry (same formula, charge and spin): 27.0 kcal/mol
multiplicity: 1
structure (SMILES): N[C@@H](CO)CCS
calculated total energy: -18698.74904 eV

XYZ file:
```
18
C4H11NOS | the Open Molecules 2025 dataset | ωB97M-V/def2-TZVPD
N -1.5006 1.5383 0.2765
C -0.4182 0.5190 0.2276
C -0.7101 -0.6879 1.1311
O -0.4132 -0.3312 2.4783
C -0.1735 0.0776 -1.2216
C 1.3137 -0.0901 -1.5337
S 2.2699 -1.2207 -0.4957
H -2.3324 1.1458 -0.1534
H -1.7743 1.6452 1.2558
H 0.4557 1.0160 0.6806
H -0.0772 -1.5341 0.8272
H -1.7689 -0.9504 1.0513
H -0.0118 -1.0938 2.9274
H -0.6681 -0.9044 -1.2943
H -0.6103 0.7602 -1.9447
H 1.7352 0.9105 -1.4983
H 1.4386 -0.4266 -2.5619
H 3.2455 -0.3734 -0.1521
```

Here are the Löwdin charges for atoms 1 to 4, given in e:
1 N 0.03
2 C -0.41
3 C -0.26
4 O -0.08

Entry 4:
Density functional theory data (ωB97M-V/def2-TZVPD) for a cluster of 2 separate species, C4H11NOS in total.

total charge: 0
energy relative to the best compared isomer or geometry (same formula, charge and spin): 165.4 kcal/mol
multiplicity: 1
calculated total energy: -18692.74427 eV

XYZ file:
```
18
C4H11NOS | the Open Molecules 2025 dataset | ωB97M-V/def2-TZVPD
C 1.2386 1.5037 1.3181
C 1.5165 -0.9500 1.1869
C -2.0334 0.1803 -2.1803
C 1.3161 0.3521 0.4486
N -1.1746 -0.0751 0.5777
O -0.4177 -1.6666 -1.2073
S -1.4639 -0.8096 -0.6756
H 2.0395 1.4662 1.9250
H 1.3596 2.4446 0.8978
H 0.2580 1.5314 1.9229
H 1.2990 -1.7250 0.5917
H 0.9429 -0.9145 2.2246
H 2.5658 -0.9689 1.3480
H -2.9321 0.7453 -1.8649
H -1.2772 0.9698 -2.3089
H -2.0858 -0.7258 -2.9860
H 1.4482 0.2544 -0.5969
H -2.5996 -1.6124 -0.6215
```

Here are the Löwdin charges for atoms 1 to 4, given in e:
1 C -0.10
2 C -0.09
3 C -0.21
4 C -0.04

Entry 5:
Density functional theory data (ωB97M-V/def2-TZVPD) for a structure of composition C4H11NP.

total charge: +1
energy relative to the best compared isomer or geometry (same formula, charge and spin): 37.2 kcal/mol
multiplicity: 1
calculated total energy: -15096.72631 eV

XYZ file:
```
17
C4H11NP | the Open Molecules 2025 dataset | ωB97M-V/def2-TZVPD
C 0.1197 0.5082 -1.3786
C 0.7255 0.9600 0.0270
C -1.3300 0.1138 -1.2376
C 0.0119 0.1686 1.0486
N 0.9840 -1.4129 1.0736
P -1.5815 -0.5400 0.5180
H 0.2690 1.4097 -1.9554
H 0.7191 -0.4337 -1.6369
H 1.8749 0.8136 0.1321
H 0.3178 2.0441 0.0658
H -1.9626 1.0238 -1.2869
H -1.6695 -0.7953 -1.8644
H 0.2778 0.4093 2.1413
H 1.6045 -1.0815 1.8216
H 1.5365 -1.6181 0.2625
H 0.3939 -2.1080 1.3089
H -2.2911 0.5382 0.9605
```

Here are the Löwdin charges for atoms 1 to 4, given in e:
1 C -0.25
2 C -0.23
3 C -0.38
4 C -0.38

Entry 6:
Density functional theory data (ωB97M-V/def2-TZVPD) for the ion C4H11NP with charge +1.

total charge: +1
energy relative to the best compared isomer or geometry (same formula, charge and spin): 21.4 kcal/mol
multiplicity: 1
structure (SMILES): [NH3+][C@H]1CCCP1
calculated total energy: -15097.41005 eV

XYZ file:
```
17
C4H11NP | the Open Molecules 2025 dataset | ωB97M-V/def2-TZVPD
N -0.8731 1.7603 -0.5357
C -0.0390 1.0288 0.4828
C -0.6235 -0.3541 0.6079
C -0.0256 -1.4178 -0.3948
C 1.4981 -1.1192 -0.2626
P 1.6884 0.7416 0.0531
H -1.8601 1.6738 -0.3100
H -0.7376 1.1885 -1.4213
H -0.5929 2.7152 -0.7438
H -0.2314 1.5834 1.4918
H -1.7837 -0.5164 0.7859
H -0.0249 -0.7625 1.4248
H -0.3110 -2.5103 -0.2102
H -0.2663 -1.2358 -1.5038
H 1.9019 -1.6078 0.5858
H 1.9375 -1.4555 -1.1866
H 1.9726 0.8098 1.4186
```

Here are the Löwdin charges for atoms 1 to 4, given in e:
1 N 0.17
2 C -0.58
3 C -0.25
4 C -0.23

Repeat the second record exactly.
Density functional theory data (ωB97M-V/def2-TZVPD) for the molecule C4H11NOS.

total charge: 0
energy relative to the best compared isomer or geometry (same formula, charge and spin): 165.8 kcal/mol
multiplicity: 1
structure (SMILES): CC=S(N)(O)=CC
calculated total energy: -18692.72885 eV

XYZ file:
```
18
C4H11NOS | the Open Molecules 2025 dataset | ωB97M-V/def2-TZVPD
C 2.7187 -0.4838 0.1429
C 1.3759 -0.7625 -0.5336
S -0.0051 0.0730 -0.2761
N 0.2202 0.7152 1.4700
O -0.2335 1.7875 -0.9576
C -1.3467 -0.9196 -0.1066
C -2.6649 -0.3549 -0.3844
H 3.2226 0.4439 -0.0853
H 2.5421 -0.4106 1.1735
H 3.3576 -1.3157 -0.1987
H 1.4095 -1.1790 -1.4968
H 1.0807 1.2360 1.6331
H -0.5658 1.3337 1.8033
H -1.1076 1.9087 -0.4938
H -1.0093 -1.8904 -0.4007
H -3.3849 -0.3805 0.3307
H -2.3956 0.7488 -0.3424
H -3.2137 -0.5498 -1.2776
```

Here are the Löwdin charges for atoms 1 to 4, given in e:
1 C -0.14
2 C -0.39
3 S 0.97
4 N -0.12

Repeat the first record exactly.
Density functional theory data (ωB97M-V/def2-TZVPD) for the ion C4H11NOS with charge -1.

total charge: -1
energy relative to the best compared isomer or geometry (same formula, charge and spin): 42.7 kcal/mol
multiplicity: 2
calculated total energy: -18696.68342 eV

XYZ file:
```
18
C4H11NOS | the Open Molecules 2025 dataset | ωB97M-V/def2-TZVPD
C -1.5264 0.5754 -1.5279
O -0.9638 1.6531 -2.3483
C -0.4197 0.1930 -0.5733
C -0.9101 -0.6362 0.6359
C -0.0516 -0.6646 2.0133
S 1.6779 -0.4825 1.7109
N 0.6194 -0.5534 -1.2907
H -2.3588 0.7625 -0.8658
H -1.7431 -0.2149 -2.2410
H -1.5304 2.4039 -2.1345
H -0.0134 1.1643 -0.1454
H -1.8722 -0.3902 1.1308
H -1.0438 -1.6971 0.3878
H -0.4585 -1.6431 2.3382
H -0.3595 0.1292 2.7282
H 2.1140 0.8326 1.4284
H 1.4983 -0.5388 -0.8052
H 0.6553 -0.1541 -2.2134
```

Here are the Löwdin charges for atoms 1 to 4, given in e:
1 C -0.24
2 O -0.12
3 C -0.48
4 C -0.25